No. 1
DFT (ωB97M-V with the def2-TZVPD basis set) results for a 2-piece molecular cluster, C7H14N2 overall at a distorted geometry.

```
23
Properties=species:S:1:pos:R:3:forces:R:3
C -0.958819 1.794981 1.885645 0.090 0.475 1.110
C -0.895596 1.887711 0.410768 -0.626 0.543 0.248
C -1.893471 1.699089 -0.523103 1.091 -0.009 -0.674
N -1.257180 1.951059 -1.726730 -0.021 -0.123 -0.068
C 0.013483 2.288844 -1.488407 1.035 0.051 1.645
N 0.261447 2.316299 -0.181098 -0.295 -0.673 -1.031
H -0.628800 0.841040 2.305419 -0.416 -0.184 -0.253
H -1.924093 2.108981 2.290132 -0.144 -0.531 -0.127
H -0.273022 2.500470 2.358389 0.202 0.160 -0.405
H -2.905591 1.349007 -0.595842 -0.136 0.038 0.638
H -1.661031 1.874164 -2.628606 -0.340 -0.100 -0.562
H 0.833254 2.375320 -2.181206 -0.431 0.333 -0.521
C 1.649293 -3.273322 1.648808 -0.880 0.946 -0.351
C 1.108578 -2.818371 0.264087 -0.126 -0.756 0.871
C 1.416748 -3.910396 -0.755766 -0.505 0.693 -1.577
H 1.336001 -4.303257 1.736885 0.365 -0.474 0.239
H 1.162681 -2.749884 2.473823 -0.040 0.178 -0.068
H 2.707850 -3.127947 1.791728 0.449 -0.294 -0.199
H 0.029443 -2.734950 0.417768 -0.055 0.023 -0.356
H 1.429165 -1.842521 -0.093956 0.358 0.041 0.277
H 1.324097 -3.520409 -1.783814 0.235 0.177 0.230
H 2.428519 -4.300939 -0.686611 0.002 -0.179 0.251
H 0.669098 -4.700884 -0.803660 0.189 -0.333 0.684
```
Forces are in eV/Å.

Properties
SMILES: Cc1c[nH]cn1.CCC
Energy relative to the best compared isomer or geometry (same formula, charge and spin) (kcal per mole): 11.4
Energy (Ha): -384.61365
HOMO-LUMO gap (eV): 9.45
HOMO level (eV): -8.6039
Molecular weight (Da): 126.2

Results of the natural (NBO) charge analysis, in e, for atoms 1 through 2:
1. C -0.643
2. C 0.097


No. 2
DFT (ωB97M-V with the def2-TZVPD basis set) results for an isolated molecule of C7H14N2O at a distorted geometry.

```
24
Properties=species:S:1:pos:R:3:forces:R:3
C -0.204594 -1.652661 0.350054 1.014 1.685 -0.435
C 0.880538 -0.759589 -0.307657 -1.327 1.480 -0.188
C -0.672780 1.103617 0.210556 -1.754 -2.625 2.317
C 0.855673 -0.913465 -1.840421 2.428 -2.623 -2.491
C 2.162787 -0.990303 0.445370 2.313 -0.416 -4.480
C -0.920934 1.721140 1.595475 -4.193 1.233 -2.865
C -1.717079 1.275820 -0.846466 1.458 2.332 2.143
N 0.585113 0.698824 -0.039569 -0.364 0.287 -0.259
N -1.206589 -1.059136 0.843405 0.837 2.775 -1.740
O -2.300074 -1.280698 1.336062 -1.026 -0.977 1.029
H 0.226519 -2.615268 0.409537 -0.611 -1.571 0.353
H -0.095934 -1.007321 -2.349576 -0.722 0.614 0.677
H 1.242400 -1.992493 -2.202450 -0.307 2.066 1.219
H 1.474357 -0.199805 -2.507204 -0.753 -0.790 1.656
H 3.020495 -0.685004 -0.283879 -1.065 -0.115 1.675
H 2.345848 -2.024167 0.611033 -0.004 -0.977 0.217
H 2.165643 -0.489673 1.348849 0.163 1.078 1.769
H -1.748222 1.161118 2.144344 1.038 0.463 -0.819
H -1.333728 2.770907 1.397280 0.325 -1.168 0.471
H -0.102346 1.854122 2.182309 2.553 -0.052 1.647
H -1.604582 2.403117 -1.011371 -0.938 -1.471 -0.528
H -2.658768 0.891652 -0.561762 -1.329 0.438 0.957
H -1.490136 0.655231 -1.620913 1.080 -1.002 -2.740
H 1.096393 1.134035 0.696994 1.184 -0.665 0.416
```
Forces are in eV/Å.

Properties
Energy relative to the best compared isomer or geometry (same formula, charge and spin) (kcal per mole): 124.6
Energy (Ha): -459.68033
HOMO-LUMO gap (alpha / beta) (eV): 7.73 / 7.73
HOMO level (alpha / beta) (eV): -7.0623 / -7.0645
Molecular weight (Da): 142.2

Results of the natural (NBO) charge analysis, in e, for atoms 1 through 2:
1. C -0.152
2. C 0.098


No. 3
DFT (ωB97M-V with the def2-TZVPD basis set) results for C7H14N2O2S as an isolated structure at a distorted geometry.

```
26
Properties=species:S:1:pos:R:3:forces:R:3
C -2.370536 0.663704 1.698424 -0.018 -0.764 1.289
C -0.697775 0.519013 -1.903725 0.330 0.359 -3.716
C 1.918939 0.147305 -1.376945 -3.468 1.311 -2.463
C 0.096930 -1.441809 -0.649216 0.509 0.456 -0.412
C 0.351377 1.603138 2.943468 0.003 0.290 -0.939
C -1.752968 -0.587235 2.467942 -8.872 -0.645 -4.006
C 0.397107 0.049577 -0.926626 -0.319 -0.932 0.533
N -3.031961 1.499274 1.247919 0.644 -0.802 0.365
N 0.092811 0.722869 0.351632 1.374 -0.194 4.046
O -0.538304 -0.713715 2.675558 7.197 0.045 1.149
O 1.577823 -0.709878 2.133493 1.886 0.462 -0.517
S 0.479324 0.151161 1.822063 1.089 3.431 -4.074
H -1.777185 0.588248 -1.666159 0.835 0.024 1.244
H -0.455008 1.537862 -2.414831 -0.257 -1.817 0.762
H -0.808190 -0.320591 -2.730427 0.800 1.786 1.081
H 2.429833 -0.407135 -0.691760 1.933 -1.190 1.691
H 2.271509 1.120270 -1.616136 0.325 1.416 1.147
H 2.051585 -0.190643 -2.410460 -0.415 -1.173 0.232
H -0.982120 -1.440884 -0.874650 0.471 -1.345 0.369
H 0.788856 -2.119811 -1.203893 -1.134 0.272 0.048
H 0.339051 -1.536626 0.405935 -0.326 -1.111 -0.335
H 1.023179 1.108935 3.656833 -0.278 0.919 0.612
H 0.727008 2.648484 2.559547 -0.764 -2.470 0.533
H -0.730068 1.602864 3.271632 1.462 0.419 -0.172
H -2.158298 -0.765489 3.417121 -2.094 0.357 1.161
H -2.010492 -1.464055 1.800750 -0.911 0.897 0.373
```
Forces are in eV/Å.

Properties
Energy relative to the best compared isomer or geometry (same formula, charge and spin) (kcal per mole): 141.8
Energy (Ha): -933.07497
HOMO-LUMO gap (eV): 9.95
HOMO level (eV): -9.4561
Molecular weight (Da): 190.3

Results of the natural (NBO) charge analysis, in e, for atoms 1 through 2:
1. C 0.219
2. C -0.630


No. 4
DFT (ωB97M-V with the def2-TZVPD basis set) results for an isolated molecule of C7H14N2O3 at a distorted geometry.

```
26
Properties=species:S:1:pos:R:3:forces:R:3
C -0.322044 0.998849 -2.313340 3.217 -1.320 0.712
C -0.941584 1.041324 -0.911047 -0.793 0.698 1.579
C -1.899518 2.251170 -0.579484 2.460 1.223 0.683
C 0.175329 0.928442 0.203253 1.382 1.028 -1.791
N 1.405704 0.118563 -0.266396 1.739 0.255 0.093
C 2.001582 -1.210872 0.063325 -3.988 2.542 0.570
O 3.153488 -1.256005 0.344998 0.722 -0.921 -0.532
C 0.900167 -2.319699 0.150140 1.910 -2.676 2.537
N 0.654154 -2.622951 1.625603 0.563 1.332 -1.142
C -0.301294 0.596519 1.580607 -1.271 -2.979 0.491
O -0.073754 1.187054 2.580975 0.476 0.923 0.262
O -1.040242 -0.637966 1.711350 1.434 1.732 0.420
H 0.502377 1.760723 -2.731327 -1.873 -1.321 1.667
H -0.972373 0.834891 -3.112627 -1.617 0.123 -1.022
H 0.195788 -0.024408 -2.202330 -0.206 1.625 -0.801
H -1.586197 0.177035 -0.703872 0.230 -0.327 -0.837
H -2.604880 2.372261 -1.453176 0.875 0.470 1.129
H -2.463400 2.144124 0.394098 0.493 -0.197 -1.157
H -1.088170 3.154572 -0.328109 -2.597 -1.639 -1.188
H 0.541971 1.981392 0.378613 0.043 -1.051 -0.442
H 2.229592 0.726774 -0.586423 -1.900 -0.918 1.108
H -0.077984 -2.095806 -0.277332 0.553 0.139 -0.328
H 1.356708 -3.331454 -0.152683 -0.730 1.771 -0.719
H 1.249071 -3.273111 2.099222 -0.041 -0.321 -0.260
H -0.305717 -2.584393 1.881551 -0.175 -0.552 0.037
H -0.688775 -0.917026 2.604408 -0.905 0.363 -1.067
```
Forces are in eV/Å.

Properties
SMILES: CC(C)[C@H](NC(=O)CN)C(=O)O
Energy relative to the best compared isomer or geometry (same formula, charge and spin) (kcal per mole): 80.7
Energy (Ha): -610.27688
HOMO-LUMO gap (eV): 9.85
HOMO level (eV): -9.1651
Molecular weight (Da): 174.2

Results of the natural (NBO) charge analysis, in e, for atoms 1 through 2:
1. C -0.633
2. C -0.231


No. 5
DFT (ωB97M-V with the def2-TZVPD basis set) results for a 2-piece molecular cluster, C7H14N2O3PS overall at a distorted geometry.

```
28
Properties=species:S:1:pos:R:3:forces:R:3
S 2.488398 0.841170 -1.476176 0.072 0.574 -0.535
P 2.263167 2.300141 -2.759535 -0.595 -1.878 1.441
C 0.401986 2.631769 -2.822795 1.061 -1.141 -0.842
C -0.602658 1.614096 -2.985175 1.215 4.332 0.737
N -1.782241 2.417994 -2.911295 1.325 0.180 0.015
C -1.497042 3.730443 -2.744888 0.785 0.550 0.147
N -0.121100 3.938226 -2.686806 -3.546 -3.754 -0.595
H 2.730944 1.900162 -4.053251 -0.398 0.951 0.295
H 2.841932 3.528636 -2.326925 -0.341 -0.076 -0.745
H -0.509182 0.508194 -3.093855 -0.325 1.300 0.180
H -2.728645 2.038555 -2.963445 0.293 0.346 0.031
H -2.241916 4.551048 -2.655355 0.631 -0.970 -0.085
H 0.357449 4.829923 -2.566566 -0.168 -0.432 -0.045
C 0.345354 -4.598288 2.763029 0.231 0.172 -0.169
C -0.846697 -3.783952 3.225226 -0.011 -0.689 -0.064
O -0.481936 -2.413163 3.444307 -0.127 0.389 -0.203
C -0.369708 -1.663754 2.345537 0.138 -0.329 0.283
O -0.556536 -2.029432 1.210970 -0.041 0.222 0.125
O 0.009793 -0.432787 2.718843 -0.189 -0.096 -0.093
C 0.252371 0.447464 1.626121 0.145 0.281 -0.136
H 1.180196 -4.483714 3.457866 -0.125 -0.089 0.076
H 0.085418 -5.655356 2.691421 -0.021 0.051 0.047
H 0.696497 -4.264006 1.785254 -0.129 -0.046 0.006
H -1.199720 -4.167610 4.183025 0.060 0.325 0.053
H -1.679524 -3.854119 2.522364 0.134 0.185 -0.049
H -0.601021 0.480504 0.946415 0.085 -0.160 -0.012
H 1.154072 0.141330 1.094813 -0.154 -0.022 -0.088
H 0.410348 1.446529 2.030875 -0.006 -0.176 0.224
```
Forces are in eV/Å.

Properties
Energy (Ha): -1349.63093
Net charge: +1
HOMO-LUMO gap (eV): 8.27
HOMO level (eV): -12.2639
Molecular weight (Da): 237.2

Results of the natural (NBO) charge analysis, in e, for atoms 1 through 2:
1. S -0.503
2. P 0.787


No. 6
DFT (ωB97M-V with the def2-TZVPD basis set) results for an isolated molecule of C7H14N2O5 at a distorted geometry.

```
28
Properties=species:S:1:pos:R:3:forces:R:3
C 0.036797 -0.610410 2.959185 1.184 0.844 -1.066
C -0.960888 -0.370256 1.831334 0.758 1.642 -0.004
O -1.403363 1.032512 1.959228 0.116 -1.225 -1.083
C -0.321150 -0.555559 0.434995 -0.310 -0.864 -0.422
N -1.198050 0.076549 -0.618123 1.695 -1.299 1.052
C -0.789283 1.230052 -1.228920 -1.427 1.501 -1.233
O -1.636479 2.004362 -1.676809 0.869 -0.773 0.192
C 0.711518 1.645783 -1.347138 -1.652 -0.376 1.660
N 1.124353 1.971619 0.024615 0.948 0.103 -0.217
C 1.729843 0.584860 -1.829400 1.448 0.416 -0.249
O 2.209130 -0.143976 -0.713670 0.569 -0.576 -0.757
C -0.006464 -2.046403 0.056923 -1.349 -0.576 3.267
O 0.174400 -2.914976 0.914093 0.165 1.744 -1.970
O -0.117423 -2.320668 -1.214386 0.330 -0.940 -1.077
H 0.463949 -1.582926 2.712622 0.059 -0.084 0.727
H -0.503997 -0.568544 3.889465 0.108 -0.198 0.461
H 0.916562 0.164434 2.984293 -1.818 -1.230 -0.252
H -1.828624 -1.016495 1.905110 -0.203 -0.246 0.246
H -1.877865 1.180561 1.118369 -0.006 0.380 0.700
H 0.696577 -0.133654 0.415065 -1.047 0.136 -0.012
H -2.192253 -0.195935 -0.625257 0.730 0.673 -0.082
H 0.601273 2.625052 -1.825522 0.439 -0.744 -0.928
H 1.666414 2.803876 -0.002610 0.136 0.797 0.473
H 0.430221 1.965209 0.741053 -0.528 0.282 0.368
H 1.399988 -0.176051 -2.539332 -0.358 0.403 -0.093
H 2.617304 1.114525 -2.277708 -0.911 -0.292 0.055
H 2.393021 0.530281 -0.045565 0.009 0.141 0.174
H -0.479042 -1.573940 -1.704937 0.045 0.360 0.071
```
Forces are in eV/Å.

Properties
SMILES: C[C@@H](O)[C@H](NC(=O)[C@@H](N)CO)C(=O)O
Energy relative to the best compared isomer or geometry (same formula, charge and spin) (kcal per mole): 38.5
Energy (Ha): -760.82379
HOMO-LUMO gap (eV): 10.52
HOMO level (eV): -10.0812
Molecular weight (Da): 206.2

Results of the natural (NBO) charge analysis, in e, for atoms 1 through 2:
1. C -0.636
2. C 0.092